(1)
C28H50BMnN5O3P2S4 as an isolated structure. Source: the Open Molecules 2025 dataset; level of theory: ωB97M-V/def2-TZVPD.

The geometry in ORCA input format:
```
! RIJCOSX wB97M-V def2-TZVPD def2/J DEFGRID3
* xyz -1 5
Mn -0.4281 0.0153 -0.0753
C -0.4146 -0.7817 -3.4353
N 0.7636 -1.4358 -2.8965
C 2.0300 -1.3478 -3.4248
C 2.8482 -1.9908 -2.5636
N 2.0952 -2.4676 -1.5168
B 2.7911 -3.2330 -0.3290
N 2.0010 -3.0932 1.0022
C 1.6203 -4.1752 1.7578
C 0.9597 -3.7226 2.8459
N 0.9375 -2.3517 2.7497
C 0.3007 -1.4567 3.7022
C 1.5497 -1.9811 1.6061
S 1.6945 -0.3553 1.0268
C 0.8199 -2.1153 -1.7233
S -0.5561 -2.3602 -0.7016
H -0.3326 -0.7545 -4.5211
H -0.4885 0.2305 -3.0329
H -1.2968 -1.3456 -3.1407
H 2.2282 -0.8293 -4.3457
H 3.9122 -2.1396 -2.5917
H 3.8943 -2.7492 -0.2253
H 2.8368 -4.4162 -0.5842
H 1.8417 -5.1789 1.4451
H 0.4881 -4.2466 3.6578
H 0.1352 -2.0140 4.6226
H -0.6411 -1.0895 3.3038
H 0.9573 -0.6105 3.8945
C -1.3278 3.1084 -2.9919
C -0.7027 3.9907 -1.8987
C -0.2851 5.3299 -2.5151
C -1.8459 4.2457 -0.9039
P 0.6646 2.9904 -1.0403
N 0.2683 1.5043 -0.9054
C 1.0431 3.8144 0.6207
C 2.4189 3.3625 1.1345
C 1.0109 5.3475 0.6312
C 0.0413 3.2761 1.6551
C 2.2306 3.0591 -2.1148
C 1.8919 2.6308 -3.5497
C 3.1924 1.9788 -1.5959
C 2.9648 4.4020 -2.1766
H -2.2034 3.6328 -3.3878
H -1.6669 2.1691 -2.5582
H -0.6615 2.9049 -3.8256
H -1.1822 5.8209 -2.9065
H 0.4056 5.2120 -3.3488
H 0.1662 6.0077 -1.7923
H -2.6953 4.6481 -1.4651
H -1.5919 4.9767 -0.1377
H -2.1770 3.3278 -0.4174
H 3.2519 3.7930 0.5813
H 2.5094 2.2769 1.1328
H 2.5102 3.6965 2.1728
H 1.6956 5.7945 -0.0867
H 1.3143 5.6857 1.6272
H 0.0132 5.7454 0.4489
H 0.1303 2.1952 1.7633
H -0.9980 3.4840 1.4365
H 0.2815 3.7331 2.6213
H 1.3263 1.6982 -3.5510
H 2.8314 2.4555 -4.0841
H 1.3363 3.3840 -4.1043
H 2.7007 1.0071 -1.5703
H 3.5743 2.1767 -0.5990
H 4.0486 1.9249 -2.2776
H 2.3293 5.2169 -2.5202
H 3.7948 4.3110 -2.8857
H 3.3928 4.6852 -1.2173
C -3.9253 -3.1508 0.6665
P -2.6746 -3.0467 2.0080
C -3.7734 -2.7451 3.4469
C -2.2844 -4.8311 2.2170
C -2.4524 -5.5299 3.4110
C -2.0222 -6.8467 3.5400
C -1.4201 -7.4929 2.4723
C -1.2453 -6.8088 1.2741
C -1.6629 -5.4942 1.1531
H -3.4443 -3.4845 -0.2531
H -4.3038 -2.1410 0.5028
H -4.7433 -3.8288 0.9202
H -4.5672 -3.4909 3.5417
H -4.2070 -1.7578 3.2908
H -3.1932 -2.7144 4.3708
H -2.9261 -5.0476 4.2572
H -2.1636 -7.3674 4.4798
H -1.0852 -8.5181 2.5710
H -0.7666 -7.2984 0.4343
H -1.4796 -4.9586 0.2280
O -3.9177 -0.1170 1.8341
S -2.9071 0.7596 1.2747
O -1.5267 0.3751 1.7337
O -3.1611 2.1711 1.4629
S -2.6964 0.3567 -0.7424
*
```

Computed properties:
Frontier orbital gap (alpha / beta), Ha: 0.2418 / 0.2747
E_LUMO (alpha / beta), hartree: 0.0656 / 0.0924
HOMO level (alpha / beta), eV: -4.795 / -4.963

***

(2)
C23H29Cl2F3N3O3S2SiTi as an isolated structure. Source: the Open Molecules 2025 dataset; level of theory: ωB97M-V/def2-TZVPD.

The geometry in ORCA input format:
```
! RIJCOSX wB97M-V def2-TZVPD def2/J DEFGRID3
* xyz 0 2
Ti 0.2680 -0.1403 0.1686
F -1.3850 1.9634 5.7564
C -1.9682 1.9887 4.5344
F -3.2950 2.1292 4.7556
F -1.5493 3.0905 3.9207
C -1.6906 0.7065 3.7974
C -2.0825 -0.4565 4.4401
C -1.8785 -1.6989 3.8579
C -1.2663 -1.7303 2.6223
N -0.8915 -0.6173 2.0005
C -1.0852 0.6117 2.5318
S -0.5161 1.8734 1.4890
H -2.5548 -0.3844 5.4121
H -2.1831 -2.6094 4.3516
H -1.0558 -2.6558 2.0979
C -2.3697 -5.9111 -3.1523
Si -0.9829 -4.9476 -2.3321
C 0.3844 -4.6577 -3.5753
C -0.3714 -5.9198 -0.8505
C -1.7032 -3.2938 -1.7688
C -3.0475 -2.9834 -1.9366
C -3.5795 -1.7644 -1.5238
C -2.7272 -0.8408 -0.9635
N -1.4275 -1.1025 -0.8127
C -0.9177 -2.2960 -1.1674
S 0.7621 -2.4284 -0.7185
H -1.9832 -6.8697 -3.5061
H -2.7804 -5.3848 -4.0165
H -3.1876 -6.1242 -2.4606
H 0.7466 -5.6090 -3.9724
H 1.2241 -4.1295 -3.1240
H 0.0223 -4.0573 -4.4125
H 0.0006 -6.8974 -1.1662
H -1.1813 -6.0858 -0.1364
H 0.4342 -5.3940 -0.3381
H -3.7087 -3.7083 -2.3981
H -4.6273 -1.5336 -1.6524
H -3.0586 0.1374 -0.6391
O 3.0885 1.8799 0.1982
C 2.6952 1.5866 -0.9126
C 3.4146 1.9530 -2.2072
C 2.5285 1.3805 -3.3048
C 1.3808 0.7261 -2.5485
O 0.4315 0.1683 -3.0609
N 1.5529 0.8708 -1.1900
H 4.4159 1.5235 -2.1769
H 3.5295 3.0356 -2.2455
H 3.0123 0.6271 -3.9257
H 2.1149 2.1338 -3.9754
Cl -1.4873 2.4473 -1.7521
C -2.1012 2.4117 -3.4121
Cl -3.3011 1.1382 -3.6659
H -1.2658 2.2191 -4.0745
H -2.5750 3.3636 -3.6179
C 4.0416 -1.1608 2.3536
C 3.7655 0.2524 2.8565
C 2.2625 0.3583 2.7061
O 1.9439 -0.4442 1.5336
C 3.0760 -1.2844 1.1882
H 3.8044 -1.8995 3.1221
H 5.0727 -1.3150 2.0397
H 4.2405 0.9883 2.2091
H 4.0864 0.4185 3.8838
H 1.9122 1.3673 2.5188
H 1.7293 -0.0781 3.5562
H 3.5028 -0.9028 0.2591
H 2.7088 -2.2960 1.0344
*
```

Computed properties:
Frontier orbital gap (alpha / beta), Ha: 0.2945 / 0.2987
E_LUMO (alpha / beta), hartree: 0.0000 / 0.0002
HOMO level (alpha / beta), eV: -8.014 / -8.123

***

(3)
A 2-piece molecular cluster, C2H3N2O2 overall in a non-equilibrium geometry. Source: the Open Molecules 2025 dataset; level of theory: ωB97M-V/def2-TZVPD.

The geometry in ORCA input format:
```
! RIJCOSX wB97M-V def2-TZVPD def2/J DEFGRID3
* xyz -1 3
C -0.6262 -0.2693 -0.0982
C -1.5887 0.7543 0.2346
N 0.3909 -0.1633 -0.8346
N 2.3335 -0.1152 0.4775
O 3.3966 -0.4158 -0.0057
O -1.7150 1.9558 -0.1394
H -0.9722 -1.1473 0.4143
H -2.3232 0.3250 0.8121
H 1.1043 -0.9241 -0.8606
*
```

Computed properties:
Frontier orbital gap (alpha / beta), Ha: 0.2045 / 0.3316
E_LUMO (alpha / beta), hartree: 0.1496 / 0.1627
HOMO level (alpha / beta), eV: -1.493 / -4.596

***

(4)
C31H23MgN9O5 as an isolated structure in a non-equilibrium geometry. Source: the Open Molecules 2025 dataset; level of theory: ωB97M-V/def2-TZVPD.

The geometry in ORCA input format:
```
! RIJCOSX wB97M-V def2-TZVPD def2/J DEFGRID3
* xyz -2 1
Mg -0.2057 -0.2509 -1.6634
C 3.4768 2.3850 3.7977
C 2.4193 1.8479 2.8554
C 1.1406 2.1964 2.8527
C 0.1036 1.6926 1.9908
C 0.3141 0.7190 1.0793
N -0.6774 0.0915 0.3654
C -1.6088 -0.5836 1.1228
C -1.5149 -0.9682 2.5002
C -2.4918 -1.6938 3.1711
C -3.7188 -1.9832 2.5766
C -4.8657 -2.7645 3.2661
C -3.7954 -1.7281 1.2010
C -2.8481 -1.0510 0.5283
N -3.0215 -0.8207 -0.8743
C -3.9952 -0.1637 -1.5216
C -3.7216 -0.2295 -2.8783
C -2.5554 -0.9424 -2.9297
N -2.1502 -1.4004 -1.7626
C 1.7547 0.2655 0.8711
C 2.8370 0.8355 1.8561
N 1.8179 -1.1422 0.6369
C 2.6182 -2.0212 1.2642
C 2.3377 -3.2634 0.7620
C 1.4140 -2.9947 -0.2688
N 1.0333 -1.7434 -0.2918
H 2.9214 2.8996 4.6137
H 4.1149 3.0855 3.2592
H 4.0260 1.5774 4.2273
H 0.7421 2.9695 3.5725
H -0.9087 2.1448 2.0315
H -0.5662 -0.5774 2.9001
H -2.3113 -1.9130 4.2092
H -5.6549 -3.0234 2.6286
H -5.2843 -2.0717 3.9857
H -4.5691 -3.7014 3.8351
H -4.6416 -2.1309 0.6688
H -4.8229 0.2706 -1.0119
H -4.3400 0.2750 -3.6033
H -2.0421 -1.1981 -3.8204
H 3.3439 0.0366 2.3550
H 3.1978 -1.8153 2.1614
H 2.6505 -4.2218 1.1339
H 0.9613 -3.6053 -0.9760
O 3.6498 1.3959 0.8002
C 2.5749 1.1180 -0.2287
O 2.0557 2.1898 -0.7833
C 3.1336 0.2740 -1.3740
C 4.4105 -0.1541 -1.5201
C 4.7870 -1.0054 -2.5663
C 3.7610 -1.4818 -3.3743
C 2.4632 -1.0407 -3.0840
N 2.1179 -0.1577 -2.1654
C 1.3116 -1.5874 -3.8193
O 1.4968 -2.0964 -4.9421
O 0.1571 -1.3730 -3.3385
H 5.1956 0.2301 -0.8336
H 5.7896 -1.4049 -2.6020
H 3.8516 -2.2212 -4.1412
N -0.3067 3.0583 -1.0545
C -1.1781 2.6142 -1.9317
O -1.0574 1.4957 -2.4760
C -2.3149 3.4799 -2.2192
C -3.3815 3.2850 -3.1435
N -4.3009 3.0516 -3.8163
C -2.5139 4.7352 -1.6310
N -2.6706 5.7913 -1.1661
H 0.6022 2.6684 -0.8136
H -0.5474 3.8461 -0.4530
*
```

Computed properties:
Frontier orbital gap (alpha / beta), Ha: 0.2347 / 0.2347
E_LUMO (alpha / beta), hartree: 0.1599 / 0.1599
HOMO level (alpha / beta), eV: -2.035 / -2.036

***

(5)
A 2-piece molecular cluster, C2HBrF2S overall in a non-equilibrium geometry. Source: the Open Molecules 2025 dataset; level of theory: ωB97M-V/def2-TZVPD.

The geometry in ORCA input format:
```
! RIJCOSX wB97M-V def2-TZVPD def2/J DEFGRID3
* xyz 0 1
C 0.5033 -0.3279 0.2169
C -0.0367 0.9526 -0.0120
F 1.3522 -0.9035 -0.7304
F -0.2287 1.6535 -1.0954
S 1.1921 1.1475 1.1755
Br -2.6338 -1.3021 -0.1736
H -0.1483 -1.2201 0.6190
*
```

Computed properties:
Frontier orbital gap (alpha / beta), Ha: 0.3555 / 0.1782
E_LUMO (alpha / beta), hartree: -0.0456 / -0.1379
HOMO level (alpha / beta), eV: -10.914 / -8.601

***

(6)
One molecule with the formula C3H5ClN2O3 in a non-equilibrium geometry. Source: the Open Molecules 2025 dataset; level of theory: ωB97M-V/def2-TZVPD.

The geometry in ORCA input format:
```
! RIJCOSX wB97M-V def2-TZVPD def2/J DEFGRID3
* xyz 0 1
C -0.3684 1.0249 -0.2758
C -0.1808 -1.4605 -0.0305
C 0.5137 -0.1749 -0.1251
N 0.2992 2.1193 0.1814
N 1.4052 -0.0709 1.3786
O 2.4222 0.5093 1.4259
O -1.5166 0.9915 -0.6422
O 0.9417 -0.7440 2.2262
Cl 1.7130 -0.0766 -1.3720
H -0.7631 -1.6130 -1.0117
H -0.9413 -1.2812 0.6816
H 0.4710 -2.3046 0.3928
H 1.2910 2.1131 0.2630
H -0.2484 2.9613 0.3224
*
```

Computed properties:
Frontier orbital gap, Ha: 0.4037
E_LUMO, hartree: 0.0132
SMILES: C[C@@](Cl)(C(N)=O)[N+](=O)[O-]
HOMO level, eV: -10.625

***

(7)
A 2-piece molecular cluster, C4H12 overall in a non-equilibrium geometry. Source: the Open Molecules 2025 dataset; level of theory: ωB97M-V/def2-TZVPD.

The geometry in ORCA input format:
```
! RIJCOSX wB97M-V def2-TZVPD def2/J DEFGRID3
* xyz 0 1
C -0.9212 -0.9174 0.8716
C -2.2627 -1.4424 1.3790
H -1.0767 0.1111 0.5401
H -0.1625 -1.0070 1.6505
H -0.4706 -1.4147 0.0132
H -2.9235 -0.6086 1.6021
H -2.7771 -2.0925 0.6699
H -2.1190 -2.0466 2.2745
C 1.5623 1.8999 -0.8293
C 1.6400 0.4806 -1.4321
H 1.0514 1.8377 0.1313
H 2.5570 2.3186 -0.7268
H 0.9908 2.5536 -1.4861
H 2.1599 0.5795 -2.3770
H 0.6505 0.0155 -1.4482
H 2.0740 -0.2281 -0.7181
*
```

Computed properties:
Frontier orbital gap, Ha: 0.4673
E_LUMO, hartree: 0.0424
SMILES: CC.CC
HOMO level, eV: -11.562

***

(8)
One molecule with the formula C3H3ClN2S in a non-equilibrium geometry. Source: the Open Molecules 2025 dataset; level of theory: ωB97M-V/def2-TZVPD.

The geometry in ORCA input format:
```
! RIJCOSX wB97M-V def2-TZVPD def2/J DEFGRID3
* xyz 0 1
C 0.4741 -0.4297 -0.0148
C 0.2800 0.9321 -0.0002
C -0.8371 -0.9577 -0.0016
H 2.7860 -0.3854 -0.0055
H 1.0003 1.7371 0.0293
H -1.5687 2.0010 -0.0066
N -1.0652 1.1188 -0.0035
N -1.7622 -0.0157 0.0030
S 1.9507 -1.3882 0.0005
Cl -1.2579 -2.6123 -0.0007
*
```

Computed properties:
Frontier orbital gap, Ha: 0.3417
E_LUMO, hartree: 0.0256
SMILES: Sc1c[nH]nc1Cl
HOMO level, eV: -8.602

***

| no. | DFT total energy (Ha) |
| --- | --- |
| 1 | -5048.00685 |
| 2 | -4439.38221 |
| 3 | -337.88654 |
| 4 | -2264.38164 |
| 5 | -3248.58358 |
| 6 | -912.63922 |
| 7 | -159.57189 |
| 8 | -1083.98974 |